# 1
DFT (ωB97M-V/def2-TZVPD) results for a molecular structure, C9H16MgOP in a non-equilibrium geometry.

net charge = -1
highest occupied orbital energy = -1.26 eV
LUMO energy = 2.84 eV

Last column: Löwdin charge in e.
Positions of all 28 atoms, in Å:
1 C -0.3279 -0.0276 -2.4972  -0.228
2 C -1.0267 -1.0537 -3.1850  -0.228
3 C -0.2817 -2.2657 -3.0653  -0.221
4 C 0.8986 -1.9949 -2.3094  -0.228
5 C 0.8890 -0.6267 -1.9288  -0.230
6 Mg 0.3662 2.2079 0.3501  0.079
7 P -1.3046 3.6153 -0.8001  0.539
8 H -0.6147 1.0225 -2.4186  0.005
9 H -1.9703 -0.9366 -3.7156  0.051
10 H -0.5651 -3.2293 -3.4846  0.048
11 H 1.6513 -0.0976 -1.3505  0.032
12 H 1.6749 -2.7154 -2.0604  0.049
13 H -2.6135 3.8475 -0.2415  -0.153
14 H -1.6561 3.3800 -2.1826  -0.140
15 H -0.8415 4.9805 -0.9019  -0.126
16 C 1.1673 -0.9838 2.9166  -0.162
17 C -0.3260 -1.1831 2.5761  -0.161
18 C -0.6896 -0.2025 1.4682  -0.143
19 O 0.4909 0.7477 1.3814  -0.464
20 C 1.6078 0.3434 2.3150  -0.164
21 H 1.3297 -0.9993 3.9970  0.106
22 H 1.7639 -1.7886 2.4717  0.112
23 H -0.9429 -0.9688 3.4554  0.105
24 H -0.5273 -2.2122 2.2673  0.113
25 H -0.7998 -0.6786 0.4931  0.108
26 H -1.5699 0.4033 1.6953  0.104
27 H 1.7101 1.1458 3.0474  0.095
28 H 2.5079 0.2707 1.7069  0.100


# 2
DFT (ωB97M-V/def2-TZVPD) results for a single C9H16N2O molecule in a non-equilibrium geometry.

net charge = 0
highest occupied orbital energy = -8.48 eV
LUMO energy = 0.84 eV
structure (SMILES) = C/N=C1\COCC(C)(C)\C1=N/C

Last column: Löwdin charge in e.
Positions of all 28 atoms, in Å:
1 C 3.1589 -1.8027 0.9905  -0.112
2 N 1.7552 -1.4378 0.9160  0.042
3 C 1.2988 -0.3055 0.6214  -0.227
4 C 2.0386 0.9713 0.2919  -0.135
5 O 1.2260 1.8231 -0.4534  -0.097
6 C 0.5071 1.1198 -1.3590  -0.236
7 C -0.8164 0.5178 -0.7627  -0.468
8 C -1.7063 1.7307 -0.3665  -0.028
9 C -1.4426 -0.4239 -1.7678  -0.030
10 C -0.2794 -0.2755 0.4729  -0.195
11 N -0.9425 -0.7183 1.4053  0.062
12 C -2.3704 -0.8807 1.5715  -0.122
13 H 3.3189 -1.9458 2.0777  0.090
14 H 3.8939 -1.0711 0.8031  0.047
15 H 3.2037 -2.7834 0.5102  0.083
16 H 2.1188 1.4764 1.2321  0.139
17 H 2.8533 0.5882 -0.3944  0.151
18 H 0.9799 0.1389 -1.8405  0.175
19 H 0.1711 1.7151 -2.1644  0.110
20 H -1.7816 2.3416 -1.3419  0.103
21 H -1.1509 2.4627 0.3185  0.111
22 H -2.7233 1.4062 -0.0634  0.071
23 H -0.9846 -1.4057 -1.8389  0.099
24 H -1.5041 0.0845 -2.6939  0.075
25 H -2.4357 -0.5477 -1.4049  0.062
26 H -3.1144 -0.5978 0.7722  0.074
27 H -2.7099 -0.3281 2.4866  0.091
28 H -2.5622 -1.8524 1.9819  0.062


# 3
DFT (ωB97M-V/def2-TZVPD) results for a single C9H16N2O2 molecule in a non-equilibrium geometry.

net charge = 0
highest occupied orbital energy (alpha / beta) = -6.51 / -6.50 eV
LUMO energy (alpha / beta) = 0.15 / 0.15 eV

Last column: Löwdin charge in e.
Positions of all 29 atoms, in Å:
1 C -2.9814 -1.4760 0.0180  -0.522
2 C 0.3689 -0.4464 1.2887  -0.074
3 C -0.9207 2.2518 0.2304  -0.220
4 C -0.7361 -0.2095 0.2210  -0.299
5 C 1.5243 -0.2921 0.3192  -0.238
6 C -1.7097 3.3870 -0.2941  -0.128
7 C 3.3802 -2.0563 -0.1726  -0.053
8 C -1.4848 -1.3853 -0.3517  -0.071
9 C 2.0429 -1.4003 -0.6222  -0.167
10 N -1.1709 1.0054 -0.2277  0.008
11 N 1.9263 0.9431 0.0877  0.154
12 O -3.5648 -0.2499 0.1161  0.057
13 O -3.5310 -2.4772 0.3792  0.095
14 H 0.2843 0.1885 2.1076  0.084
15 H 0.1301 -1.4573 1.6108  0.119
16 H -0.2010 2.3817 1.0718  0.083
17 H -1.2244 4.3843 -0.2286  0.071
18 H -2.7530 3.5092 0.1740  0.099
19 H -1.8884 3.3510 -1.3327  0.045
20 H 3.2537 -1.9394 0.8816  0.073
21 H 4.2915 -1.7267 -0.6396  0.076
22 H 3.2365 -3.0498 -0.3252  0.033
23 H -0.9593 -2.2963 -0.2298  0.094
24 H -1.6698 -1.1007 -1.4356  0.144
25 H 1.3869 -2.2200 -0.7314  0.083
26 H 1.9881 -1.0728 -1.6647  0.118
27 H -2.8922 0.4855 -0.1172  0.096
28 H 1.5003 1.7260 0.6450  0.108
29 H 2.3737 1.2426 -0.7781  0.131


# 4
DFT (ωB97M-V/def2-TZVPD) results for 2 unconnected molecules or ions with the total composition C9H16N2O2 in a non-equilibrium geometry.

net charge = 0
highest occupied orbital energy = -9.34 eV
LUMO energy = -0.12 eV
structure (SMILES) = O=c1cc[nH]c(=O)[nH]1.CCCCC

Last column: Löwdin charge in e.
Positions of all 29 atoms, in Å:
1 O 0.7488 -2.9656 0.3611  0.035
2 C 1.0081 -1.8311 0.7872  -0.423
3 C 2.3534 -1.3061 1.0141  0.026
4 C 2.4435 -0.2548 1.9831  -0.059
5 N 1.3023 0.5361 2.1892  0.087
6 C -0.0142 0.1125 1.8072  -0.585
7 O -0.9725 0.8345 1.9631  0.080
8 N -0.1234 -1.0231 1.1442  0.086
9 H 3.2462 -1.8940 0.5163  0.153
10 H 3.3225 0.2672 2.3511  0.114
11 H 1.3538 1.0731 3.2275  0.242
12 H -1.1338 -1.4591 1.2043  0.219
13 C -0.1141 2.8836 -0.5672  -0.117
14 C -0.4585 1.7466 -1.5839  -0.241
15 C -0.8082 0.4274 -0.8740  -0.241
16 C -1.2333 -0.7442 -1.7980  -0.223
17 C -1.4273 -2.0108 -0.9656  -0.129
18 H -0.9319 3.0245 0.1493  0.066
19 H 0.7758 2.6391 0.0474  0.063
20 H 0.1125 3.8296 -1.0622  0.059
21 H 0.4543 1.5836 -2.2151  0.111
22 H -1.2721 2.1067 -2.2430  0.106
23 H 0.0012 0.1516 -0.1922  0.070
24 H -1.6301 0.6679 -0.1781  0.113
25 H -0.4891 -0.9253 -2.6074  0.117
26 H -2.1649 -0.5394 -2.2971  0.092
27 H -2.2820 -1.8784 -0.2508  0.091
28 H -1.5739 -2.9002 -1.5736  0.078
29 H -0.4930 -2.1519 -0.3368  0.011


# 5
DFT (ωB97M-V/def2-TZVPD) results for a single C9H16N2O3S molecule in a non-equilibrium geometry.

net charge = 0
highest occupied orbital energy = -8.31 eV
LUMO energy = 0.16 eV
structure (SMILES) = CC/C(=C/C#N)C[N@H+](C=[S@@](=O)([O-])O)CC

Last column: Löwdin charge in e.
Positions of all 31 atoms, in Å:
1 C 3.2803 1.5344 -0.6371  -0.061
2 C 1.8661 0.9050 -0.9684  -0.210
3 C 0.7462 1.2264 -0.1058  -0.293
4 C 0.1898 2.4408 -0.1577  -0.076
5 C -0.8068 3.0289 0.5936  -0.268
6 N -1.3915 3.5788 1.4066  0.189
7 C 0.3698 0.2640 1.0187  -0.082
8 N -0.1376 -0.9860 0.3844  -0.197
9 C -0.8568 -0.5794 -0.8692  -0.216
10 S -2.4673 0.0557 -0.5282  0.616
11 O -3.4549 -0.7176 -1.2595  -0.325
12 O -2.6839 0.0725 0.9325  -0.332
13 O -2.6174 1.5917 -1.0799  -0.182
14 C -0.6342 -2.0524 1.2806  -0.223
15 C -0.6038 -3.4127 0.6014  -0.086
16 H 3.5135 1.3474 0.4425  0.092
17 H 3.2843 2.5159 -0.8587  0.016
18 H 4.0635 1.1908 -1.3403  0.083
19 H 2.0836 -0.1939 -0.9875  0.114
20 H 1.6467 1.2068 -1.9813  0.116
21 H 0.4928 3.1371 -0.9300  0.132
22 H 1.2442 0.1162 1.7865  0.174
23 H -0.5181 0.8170 1.5032  0.137
24 H 0.7179 -1.5255 -0.0439  0.179
25 H -1.1878 -1.5433 -1.2839  0.054
26 H -2.9989 1.5184 -1.9672  0.089
27 H 0.0274 -2.2413 2.1515  0.129
28 H -1.7631 -1.9042 1.6404  0.167
29 H 0.6347 -3.5324 0.3989  0.146
30 H -0.9370 -4.2313 1.1789  0.057
31 H -1.1018 -3.6278 -0.3209  0.061


# 6
DFT (ωB97M-V/def2-TZVPD) results for a single C9H16N2O4 molecule in a non-equilibrium geometry.

net charge = 0
highest occupied orbital energy = -9.58 eV
LUMO energy = 0.47 eV
structure (SMILES) = C[C@@H](O)[C@H](NC(=O)[C@@H]1CCCN1)C(=O)O

Last column: Löwdin charge in e.
Positions of all 31 atoms, in Å:
1 C -2.2204 -0.0737 2.0107  -0.026
2 C -1.7528 -0.8372 0.7241  -0.367
3 O -2.7307 -1.7428 0.3607  -0.025
4 C -1.3861 0.1157 -0.4964  -0.180
5 N -0.5778 1.3263 -0.2280  0.138
6 C 0.7056 1.3965 0.1513  -0.432
7 O 1.1140 2.5470 0.1259  0.048
8 C 1.5597 0.1458 0.6111  -0.262
9 C 3.0107 0.3880 0.2761  -0.139
10 C 3.2813 -0.5896 -0.9202  -0.179
11 C 1.8793 -0.8760 -1.4182  -0.222
12 N 1.1529 -0.9976 -0.1744  -0.091
13 C -2.5836 0.5045 -1.2325  -0.510
14 O -2.9438 -0.0774 -2.2064  0.153
15 O -3.3309 1.5464 -0.7275  0.100
16 H -2.6488 -0.7529 2.7502  0.071
17 H -3.1229 0.5822 1.7491  0.095
18 H -1.4201 0.4244 2.5939  0.078
19 H -0.8453 -1.4786 0.8855  0.135
20 H -3.4333 -1.4201 -0.2646  0.123
21 H -0.8354 -0.5188 -1.1979  0.141
22 H -0.6492 2.2688 -0.5486  0.146
23 H 1.3197 0.0467 1.6699  0.152
24 H 3.6814 0.2710 1.2161  0.144
25 H 3.1433 1.3828 -0.1275  0.095
26 H 4.0202 -0.1943 -1.5846  0.094
27 H 3.7463 -1.4825 -0.4238  0.116
28 H 1.4615 0.0163 -2.0339  0.152
29 H 1.8298 -1.9239 -2.0097  0.164
30 H 1.5078 -1.8826 0.3535  0.171
31 H -2.9327 1.8856 0.1160  0.116


# 7
DFT (ωB97M-V/def2-TZVPD) results for a single C9H16N2O4 molecule in a non-equilibrium geometry.

net charge = 0
highest occupied orbital energy = -9.11 eV
LUMO energy = 0.48 eV
structure (SMILES) = C[C@@H](O)[C@H](NC(=O)[C@@H]1CCCN1)C(=O)O

Last column: Löwdin charge in e.
Positions of all 31 atoms, in Å:
1 C 1.7174 2.2954 -0.3273  -0.033
2 C 2.5639 1.0924 0.0725  -0.398
3 O 2.6469 0.9528 1.4761  -0.034
4 C 2.0963 -0.2171 -0.6284  -0.168
5 N 0.6579 -0.4258 -0.7089  0.114
6 C -0.1938 -0.4485 0.3494  -0.431
7 O 0.0814 0.0385 1.4332  0.072
8 C -1.5363 -1.1219 0.0827  -0.250
9 C -2.2968 -0.4537 -1.1153  -0.126
10 C -3.6182 0.0231 -0.5166  -0.170
11 C -3.2783 0.1617 0.9825  -0.212
12 N -2.4520 -1.0199 1.2131  -0.017
13 C 2.7954 -1.3947 0.0155  -0.468
14 O 2.2178 -2.3223 0.5528  0.118
15 O 4.1387 -1.3132 -0.0896  0.115
16 H 0.7105 2.1047 0.0358  0.065
17 H 1.7139 2.4373 -1.4424  0.097
18 H 2.1227 3.2442 0.1096  0.099
19 H 3.5614 1.2490 -0.2694  0.130
20 H 1.6976 0.7503 1.7169  0.079
21 H 2.4552 -0.1213 -1.6670  0.169
22 H 0.3416 -1.0083 -1.5071  0.168
23 H -1.2812 -2.2207 -0.1403  0.170
24 H -2.4057 -1.1930 -1.9073  0.107
25 H -1.7018 0.4114 -1.4412  0.112
26 H -3.9962 0.8805 -0.9465  0.076
27 H -4.3954 -0.7414 -0.6094  0.114
28 H -4.1606 0.2113 1.6111  0.101
29 H -2.7324 1.1984 1.1724  0.146
30 H -1.9076 -0.9479 2.0562  0.102
31 H 4.4378 -2.1014 0.4367  0.155


# 8
DFT (ωB97M-V/def2-TZVPD) results for a single C9H16N2S molecule in a non-equilibrium geometry.

net charge = 0
highest occupied orbital energy = -7.08 eV
LUMO energy = 0.73 eV
structure (SMILES) = [H]/N=c1\sc(C(C)(C)C)c(C)n1C

Last column: Löwdin charge in e.
Positions of all 28 atoms, in Å:
1 H -3.8678 -2.0838 0.1404  0.018
2 N -3.6331 -1.1516 0.2886  0.095
3 C -2.4876 -0.7915 -0.0349  -0.691
4 S -1.0306 -1.8276 -0.3087  1.028
5 C 0.0967 -0.5024 -0.1289  -0.420
6 C 1.5858 -0.6472 -0.1356  -0.619
7 C 2.2058 -0.0504 1.1021  -0.065
8 C 2.2324 -0.2393 -1.4954  -0.014
9 C 1.8231 -2.2124 0.1155  -0.105
10 C -0.7318 0.7360 -0.2098  -0.243
11 C -0.2948 2.1203 -0.0843  -0.051
12 N -2.1320 0.5305 -0.1784  -0.107
13 C -3.1496 1.5469 0.2053  -0.005
14 H 2.0018 1.0697 1.3259  0.110
15 H 1.7646 -0.6881 1.8942  0.092
16 H 3.2316 -0.3082 1.0339  0.062
17 H 3.3486 -0.3327 -1.3341  0.108
18 H 1.9344 0.7857 -1.7292  0.079
19 H 1.7215 -0.9848 -2.0190  0.053
20 H 2.8304 -2.4582 0.4365  0.079
21 H 1.6931 -2.7816 -0.8211  0.086
22 H 1.2893 -2.5047 0.9839  0.051
23 H -0.6318 2.4014 0.9101  0.103
24 H -0.5462 2.7963 -0.8452  0.078
25 H 0.7565 2.2152 0.0194  0.056
26 H -4.1354 1.3202 -0.2731  0.110
27 H -3.2947 1.6319 1.2018  0.051
28 H -2.5802 2.4104 -0.0600  0.059


How do the records compare in E_tot? In the order shown, they have -26369.3716 -14617.0003 -16664.3787 -16665.2666 -29545.0412 -20761.4538 -20763.4956 -23405.8452 eV.
How do the records compare in relative energy (zero: lowest compared OMol25 entry of this formula, charge and spin)? In the order shown, they have 11.2 87.2 113.7 93.2 82.6 57.1 10.0 39.9 kcal per mole.